# 1
This record from OMol25 describes the ion C13H23N2 with charge +1 at a distorted geometry. The level of theory is wB97M-V/def2-TZVPD.

## Properties
2S+1: 3
HOMO energy (alpha / beta), eV: -10.01 / -13.62
Strongest force on any atom, eV/Å: 7.68
E_LUMO (alpha / beta), eV: -2.4 / -7.6
Kohn-Sham gap (alpha / beta), eV: 7.60 / 6.04
Net charge: +1

Geometry as XYZ:
```
38
Properties=species:S:1:pos:R:3:nbo_charge:R:1
C 2.97 -0.58 -1.65 -0.266
C 3.12 0.51 -0.83 0.072
C 1.92 -1.31 -1.21 -0.080
C 2.50 2.59 1.28 -0.343
C 2.24 1.29 1.28 -0.074
C -3.52 -0.71 -0.29 -0.603
C -1.11 2.15 -1.06 -0.599
C -0.38 -2.25 0.09 -0.682
C 0.45 -1.47 2.15 -0.605
C -2.69 0.28 -1.14 -0.401
C -0.74 0.21 0.58 -0.415
C -1.19 0.58 -0.79 -0.235
C 0.21 -1.03 0.69 0.146
N 2.16 0.47 0.09 -0.207
N 1.49 -0.65 -0.09 -0.001
H 3.44 -1.03 -2.66 0.290
H 3.72 1.51 -0.84 0.260
H 1.46 -2.15 -1.68 0.267
H 2.64 3.20 2.25 0.263
H 2.55 3.16 0.29 0.221
H 2.15 0.83 2.22 0.228
H -4.48 -0.85 -0.72 0.231
H -3.79 -0.34 0.67 0.203
H -2.97 -1.72 -0.03 0.178
H -1.82 2.67 -0.27 0.215
H -0.23 2.61 -0.86 0.189
H -1.47 2.57 -2.10 0.238
H -0.98 -2.07 -0.86 0.238
H 0.25 -3.12 -0.16 0.242
H -1.24 -2.69 0.74 0.261
H 0.73 -0.58 2.84 0.211
H -0.57 -1.88 2.49 0.256
H 1.30 -2.04 2.07 0.222
H -3.40 1.05 -1.15 0.220
H -2.62 -0.11 -2.13 0.207
H -1.48 -0.06 1.37 0.242
H -0.06 0.97 0.88 0.218
H -0.55 -0.02 -1.47 0.194
```

# 2
This record from OMol25 describes a cluster of 9 separate species, C26H70O9 in total at a distorted geometry. The level of theory is wB97M-V/def2-TZVPD.

## Properties
2S+1: 2
HOMO energy (alpha / beta), eV: 0.74 / -7.38
Strongest force on any atom, eV/Å: 4.26
E_LUMO (alpha / beta), eV: 2.3 / 2.2
Kohn-Sham gap (alpha / beta), eV: 1.52 / 9.61
Net charge: -1

Geometry as XYZ:
```
105
Properties=species:S:1:pos:R:3:lowdin_spin:R:1
C -3.83 -3.01 1.82 0.003
C -4.02 -1.82 0.85 0.004
O -3.82 -0.62 1.57 0.004
H -4.57 -3.09 2.62 0.000
H -2.92 -2.96 2.42 0.000
H -3.91 -3.93 1.23 0.001
H -5.03 -1.86 0.44 0.001
H -3.36 -1.92 -0.01 0.001
H -2.95 -0.24 1.46 0.000
C 2.94 2.17 4.41 0.003
C 3.33 3.55 4.89 0.001
C 4.74 4.00 4.54 0.002
O 2.65 4.50 4.24 0.001
H 1.88 2.04 4.63 0.000
H 3.49 1.35 4.87 0.001
H 3.00 2.14 3.32 0.001
H 3.26 3.69 5.97 0.000
H 5.04 4.81 5.20 0.000
H 5.05 4.10 3.50 0.001
H 5.37 3.25 5.03 0.000
H 1.72 4.26 4.24 0.000
C -3.20 -3.32 -3.05 0.013
C -2.91 -4.84 -3.27 0.005
C -1.48 -5.11 -3.93 0.028
O -3.09 -5.41 -2.06 0.004
H -3.96 -3.06 -2.33 0.002
H -3.46 -2.89 -4.02 0.003
H -2.34 -2.81 -2.61 0.002
H -3.55 -5.27 -4.04 0.001
H -0.64 -4.54 -3.53 0.012
H -1.43 -4.85 -4.99 0.009
H -1.23 -6.17 -3.83 0.002
H -4.02 -5.35 -1.85 0.002
C 0.98 -2.28 5.02 0.003
C 0.75 -2.17 3.52 0.002
C 0.30 -3.51 2.84 0.006
O -0.11 -0.96 3.33 0.000
H 0.17 -2.81 5.52 0.000
H 1.10 -1.25 5.35 0.000
H 1.93 -2.81 5.15 0.001
H 1.70 -1.92 3.05 0.001
H -0.64 -3.81 3.30 0.000
H 0.98 -4.35 2.74 0.002
H 0.00 -3.22 1.84 0.001
H 0.00 -0.66 2.42 0.000
C 1.82 0.26 0.04 0.017
C 0.42 0.20 -0.45 0.011
C 0.09 -1.23 -1.01 0.018
O -0.48 0.43 0.58 0.006
H 2.17 1.06 0.69 0.002
H 2.54 0.29 -0.78 0.004
H 2.07 -0.60 0.65 0.002
H 0.19 0.88 -1.27 0.014
H 0.61 -1.62 -1.89 0.011
H -0.95 -1.26 -1.31 0.004
H 0.44 -1.94 -0.25 0.002
H -0.93 1.24 0.36 0.001
C -3.01 1.43 3.94 0.002
C -1.80 2.29 4.31 0.001
C -1.16 2.02 5.64 0.001
O -0.86 2.13 3.34 0.000
H -3.94 1.58 4.49 0.000
H -2.73 0.41 4.19 0.000
H -3.28 1.53 2.88 0.000
H -2.10 3.34 4.34 0.000
H -0.52 2.80 6.06 0.000
H -0.57 1.11 5.55 0.000
H -1.90 1.79 6.41 0.000
H -0.96 1.19 3.22 0.000
C 4.32 0.01 -5.83 0.085
C 4.03 -0.87 -4.61 0.045
C 5.36 -1.49 -4.12 0.034
O 3.48 0.01 -3.60 0.039
H 3.49 0.59 -6.22 0.034
H 4.62 -0.74 -6.56 0.014
H 5.14 0.70 -5.63 0.006
H 3.26 -1.61 -4.78 0.027
H 5.78 -0.64 -3.59 0.002
H 6.15 -1.74 -4.83 0.005
H 5.20 -2.23 -3.34 0.009
H 3.10 0.71 -4.14 0.030
C -1.46 5.15 1.02 0.006
C -0.83 3.96 0.34 0.016
C 0.76 3.91 0.54 0.020
O -1.45 2.83 0.72 0.018
H -0.86 6.02 0.76 0.002
H -1.30 4.90 2.07 0.000
H -2.50 5.20 0.70 0.002
H -1.04 4.09 -0.72 0.018
H 0.91 3.54 1.56 0.000
H 1.25 4.86 0.33 0.004
H 1.06 3.17 -0.19 0.010
H -1.17 2.67 1.63 0.000
C -0.41 0.14 -5.20 0.095
C -1.82 -0.04 -5.75 0.034
C -1.99 0.49 -7.14 0.052
O -2.14 -1.41 -5.93 0.018
H -0.07 -0.52 -4.41 0.010
H -0.23 1.17 -4.90 0.053
H 0.33 0.13 -6.00 0.024
H -2.46 0.50 -5.06 0.012
H -2.93 0.12 -7.54 0.004
H -1.13 0.28 -7.78 0.016
H -2.18 1.56 -7.04 0.010
H -1.36 -1.79 -6.33 0.020
```

# 3
This record from OMol25 describes a structure of composition C15H14AsF5O6S4Sb2SeV. The level of theory is wB97M-V/def2-TZVPD.

## Properties
2S+1: 4
HOMO energy (alpha / beta), eV: -2.05 / -2.05
Strongest force on any atom, eV/Å: 0.59
E_LUMO (alpha / beta), eV: 4.2 / 2.9
Kohn-Sham gap (alpha / beta), eV: 6.23 / 4.98
Net charge: -2

Geometry as XYZ:
```
49
Properties=species:S:1:pos:R:3:nbo_charge:R:1
V -1.55 -1.00 -0.25 0.539
O -3.74 0.88 -2.44 -1.039
As -3.53 -0.73 -1.71 1.933
O -5.01 -1.34 -1.42 -1.156
O -2.95 -1.55 -3.31 -0.792
C -2.21 -0.93 -4.22 0.374
C -2.71 -0.90 -5.53 -0.220
C -2.02 -0.32 -6.57 -0.200
C -0.78 0.27 -6.34 -0.278
C -0.25 0.24 -5.06 -0.151
C -0.94 -0.35 -4.00 -0.441
S -0.07 -0.34 -2.45 2.403
O -0.86 0.53 -1.51 -0.984
O 1.25 0.11 -2.72 -0.927
O -0.21 -1.67 -1.82 -0.968
H -2.97 1.41 -2.18 0.489
H -3.68 -1.35 -5.68 0.216
H -2.45 -0.31 -7.56 0.198
H -0.23 0.74 -7.14 0.202
H 0.72 0.67 -4.86 0.241
S -4.42 -3.04 3.40 -0.760
Sb -4.11 -2.02 1.36 1.218
S -2.38 -3.15 0.16 -0.631
S -2.93 0.01 1.46 -0.637
C -0.21 -2.18 3.46 -0.992
Sb 0.54 -1.66 1.54 1.218
C 2.49 -1.02 2.13 -0.983
C 1.11 -3.63 0.86 -1.011
H 0.53 -2.77 4.00 0.209
H -1.13 -2.75 3.35 0.250
H -0.42 -1.26 4.00 0.249
H 2.99 -1.84 2.64 0.204
H 2.36 -0.16 2.79 0.253
H 3.06 -0.70 1.26 0.233
H 2.13 -3.86 1.16 0.208
H 1.03 -3.66 -0.23 0.234
H 0.43 -4.36 1.29 0.232
F 4.81 5.16 4.68 -0.317
C 3.82 4.43 4.11 0.212
C 3.94 3.95 2.83 0.253
F 5.07 4.20 2.14 -0.315
C 2.92 3.21 2.26 0.289
F 3.13 2.77 1.01 -0.305
C 1.72 2.91 2.92 -0.279
Se 0.33 1.92 2.13 -0.404
C 1.65 3.43 4.22 0.279
F 0.55 3.22 4.97 -0.307
C 2.66 4.17 4.81 0.286
F 2.52 4.64 6.06 -0.323
```

# 4
This record from OMol25 describes an isolated molecule of C6H7F3O2 at a distorted geometry. The level of theory is wB97M-V/def2-TZVPD.

## Properties
2S+1: 1
SMILES string: C=C[C@@](O)(C(C)=O)C(F)(F)F
HOMO energy, eV: -9.43
Strongest force on any atom, eV/Å: 4.39
E_LUMO, eV: 0.5
Kohn-Sham gap, eV: 9.92
Net charge: 0

Geometry as XYZ:
```
18
Properties=species:S:1:pos:R:3:nbo_charge:R:1
C -1.43 1.83 1.22 -0.333
C -1.09 0.80 0.42 -0.254
C 0.24 0.14 0.52 0.149
O 1.01 0.50 1.54 -0.676
C 0.36 -1.34 0.16 0.545
C -0.42 -2.02 -0.94 -0.730
O 1.15 -1.94 0.90 -0.564
C 1.15 0.82 -1.00 0.938
F 1.01 2.15 -0.81 -0.328
F 2.42 0.48 -0.89 -0.316
F 0.64 0.44 -2.16 -0.326
H -2.42 2.28 1.25 0.200
H -0.83 2.35 2.06 0.221
H -1.72 0.45 -0.31 0.208
H 1.70 -0.19 1.66 0.512
H -0.48 -3.15 -0.56 0.259
H 0.09 -2.07 -1.89 0.259
H -1.39 -1.51 -1.17 0.235
```

# 5
This record from OMol25 describes an isolated molecule of C5H7N3S at a distorted geometry. The level of theory is wB97M-V/def2-TZVPD.

## Properties
2S+1: 1
SMILES string: CC1=CSN(C#N)[C@H]1N
HOMO energy, eV: -8.00
Strongest force on any atom, eV/Å: 4.74
E_LUMO, eV: 0.6
Kohn-Sham gap, eV: 8.63
Net charge: 0

Geometry as XYZ:
```
16
Properties=species:S:1:pos:R:3:nbo_charge:R:1
C 0.20 -1.63 1.38 -0.636
C -0.04 -0.89 0.12 -0.056
C -0.43 -1.42 -1.02 -0.374
S -0.69 -0.25 -2.25 0.508
N 0.09 0.97 -1.43 -0.681
C 0.74 2.02 -1.95 0.417
N 1.38 2.87 -2.33 -0.372
C 0.22 0.56 0.16 0.144
N -0.67 1.29 1.07 -0.819
H -0.49 -2.37 1.52 0.221
H 0.12 -0.81 2.18 0.236
H 1.13 -2.18 1.32 0.226
H -0.86 -2.32 -1.20 0.231
H 1.22 0.71 0.28 0.204
H -0.36 2.12 1.44 0.378
H -1.55 1.33 0.70 0.373
```

The records above give, respectively, energy above the lowest of the compared OMol25 structures with the same formula, charge and spin values of 0.527; 0.908; 0.000; 0.000; 1.628 eV.